[1]
A 2-piece molecular cluster, C3H6FNO2 overall. Source: the OMol25 dataset; level of theory: ωB97M-V with the def2-TZVPD basis set.

```
13
Properties=species:S:1:pos:R:3:forces:R:3:lowdin_charge:R:1
C -0.604 -0.094 -1.314 2.476 1.800 -0.350 -0.02
C 1.495 0.014 0.292 1.129 -0.017 -0.503 -0.03
C 0.156 0.408 -0.109 -3.290 0.753 0.822 -0.30
N -1.266 -0.337 1.444 2.945 0.229 -1.526 -0.28
O -2.283 -0.689 0.891 0.191 0.083 1.437 0.01
O -0.840 -0.521 2.584 -1.488 0.169 -1.625 0.00
F -0.065 1.770 0.051 0.471 -1.629 -0.316 0.03
H 0.011 0.310 -2.177 -0.678 -0.247 0.663 0.12
H -1.556 0.363 -1.346 -1.007 0.279 0.022 0.07
H -0.641 -1.136 -1.473 -0.051 -1.215 0.375 0.08
H 1.551 -1.043 0.585 0.104 0.387 -0.305 0.11
H 1.811 0.654 1.090 0.010 0.118 0.875 0.09
H 2.231 0.300 -0.518 -0.811 -0.710 0.433 0.12
```
Forces are in eV/Å.

Properties
E_HOMO (alpha / beta) in eV: -8.87 / -8.87
Gap between HOMO and LUMO (alpha / beta) in eV: 8.519 / 8.523
Lowest unoccupied orbital energy (alpha / beta) in eV: -0.352 / -0.350
Total charge: 0
Energy relative to the best compared isomer or geometry (same formula, charge and spin) in kJ/mol: 467.2
Spin multiplicity: 1



[2]
C6H9N as an isolated structure. Source: the OMol25 dataset; level of theory: ωB97M-V with the def2-TZVPD basis set.

```
16
Properties=species:S:1:pos:R:3:forces:R:3:lowdin_charge:R:1
C 0.678 -0.730 2.440 0.032 -0.086 0.194 -0.10
C 0.253 0.291 1.495 -0.451 0.696 0.469 -0.11
C -0.201 1.213 0.848 0.216 -0.475 0.166 -0.14
C -0.400 1.808 -0.444 0.361 -0.671 -0.691 -0.06
C 0.463 0.198 -1.163 -0.445 0.806 -0.049 -0.19
C -0.503 -0.901 -1.290 -0.197 0.028 0.237 -0.20
N 0.576 -0.764 -2.272 -0.244 0.528 -0.624 0.00
H 0.291 -1.721 2.178 0.003 0.185 -0.006 0.08
H 0.281 -0.456 3.419 0.098 -0.185 0.113 0.08
H 1.767 -0.801 2.512 -0.142 0.068 -0.013 0.08
H 0.069 2.806 -0.516 0.155 -0.702 -0.421 0.08
H -1.461 1.913 -0.710 0.380 -0.351 -0.236 0.08
H 1.345 0.412 -0.591 0.022 -0.935 0.429 0.09
H -1.448 -0.618 -1.762 0.060 -0.085 0.434 0.10
H -0.591 -1.746 -0.609 0.356 0.121 -0.123 0.10
H 1.311 -1.478 -2.129 -0.206 1.060 0.121 0.10
```
Forces are in eV/Å.

Properties
E_HOMO in eV: -8.71
Gap between HOMO and LUMO in eV: 9.568
Lowest unoccupied orbital energy in eV: 0.861
Total charge: 0
Energy relative to the best compared isomer or geometry (same formula, charge and spin) in kJ/mol: 572.5
Spin multiplicity: 1